12
Properties=species:S:1:pos:R:3 method="wB97M-V/def2-TZVPD" lumo_energy_ev="-6.36 / -6.36" charge=+1 homo_lumo_gap_ev="7.23 / 7.23"
C 0.501 -0.473 0.853
C -1.214 0.794 -1.118
N -0.434 -1.270 0.481
N 0.143 1.230 -0.993
N 1.665 -0.207 1.372
S -1.489 -1.017 -0.883
H -1.808 1.195 -0.237
H -1.575 1.136 -2.088
H -0.780 -2.020 1.075
H 0.802 0.891 -1.650
H 1.940 -0.765 2.160
H 2.249 0.506 1.028

=====

12
Properties=species:S:1:pos:R:3 method="wB97M-V/def2-TZVPD" lumo_energy_ev=0.86 charge=0 homo_lumo_gap_ev=10.15
C 1.446 0.238 0.019
C -0.807 -0.845 -0.092
H -0.438 1.859 0.960
H -0.329 2.130 -0.688
H 1.828 1.230 -0.066
H 1.732 -1.645 0.075
H -0.365 -1.828 -0.325
H -2.651 -1.537 0.077
N -0.615 1.497 0.010
N 0.072 0.304 -0.149
N 2.240 -0.763 0.080
N -2.114 -0.640 0.100

=====

12
Properties=species:S:1:pos:R:3 method="wB97M-V/def2-TZVPD" lumo_energy_ev=0.68 charge=0 homo_lumo_gap_ev=9.60
C -0.447 -1.063 0.107
C 0.301 1.289 -0.149
H 2.024 -1.022 0.752
H 2.300 -1.029 -0.712
H 0.060 -2.024 0.073
H -2.384 -1.582 -0.218
H 1.235 1.950 -0.342
H -1.499 0.782 0.418
N 1.932 -0.377 0.029
N 0.561 -0.127 0.021
N -1.688 -0.886 -0.126
N -0.928 1.615 0.117

=====

13
Properties=species:S:1:pos:R:3 method="wB97M-V/def2-TZVPD" lumo_energy_ev=0.86 charge=0 homo_lumo_gap_ev=9.73
N 0.524 0.677 -0.588
C 0.028 -0.973 0.342
C -0.894 0.145 -0.112
N 1.183 1.758 0.044
N -0.059 -2.086 -0.489
N -1.910 0.709 0.285
O 0.512 -0.967 1.471
H 1.153 0.179 -1.204
H 1.341 1.497 1.015
H 0.583 2.582 0.021
H -0.995 -2.386 -0.719
H 0.557 -2.845 -0.227
H -2.024 1.710 0.160